Density functional theory data (wB97M-V/def2-TZVPD) for C4H10O2 in the gas phase.

Last column: Mulliken charge in e.
Atoms and positions in Å:
C  0.8121  0.6029  -1.3273  -1.590
C  0.1918  0.2514  0.0174  1.506
C  1.1616  -0.5808  0.8601  -1.546
O  -0.1125  1.4628  0.6892  -0.619
C  -1.1395  -0.4802  -0.2050  -0.775
O  -1.8444  -0.5038  1.0341  -0.551
H  0.1671  1.2971  -1.8756  0.390
H  1.7879  1.0792  -1.1879  0.387
H  0.9549  -0.3016  -1.9301  0.340
H  1.4851  -1.4841  0.3291  0.328
H  2.0455  0.0243  1.0872  0.379
H  0.6973  -0.8818  1.8051  0.345
H  -0.7643  1.1964  1.3586  0.402
H  -1.7115  0.0675  -0.9655  0.418
H  -0.9739  -1.5052  -0.5646  0.271
H  -2.7573  -0.2442  0.8751  0.313

Summary:
- E (eV) = -8405.0769
- HOMO level (Eh) = -0.3697
- LUMO (eV) = 0.745
- energy relative to the best compared isomer or geometry (same formula, charge and spin) (kJ/mol) = 45.4
- gap between HOMO and LUMO (eV) = 10.806
- structure (SMILES) = CC(C)(O)CO

Density functional theory data (wB97M-V/def2-TZVPD) for C20H21NO5 in the gas phase.

Last column: Mulliken charge in e.
Atoms and positions in Å:
C  -1.3726  -3.8875  0.1132  -1.625
H  -0.8156  -4.7586  0.4502  0.455
C  -0.7281  -2.6355  0.6985  0.457
N  -1.3363  -1.3942  0.2349  0.278
C  -0.5813  -0.2378  0.2973  -0.044
O  0.5171  -0.1937  0.7957  -0.750
C  -1.3565  0.8816  -0.3373  -0.080
H  -0.7687  1.2745  -1.1692  0.712
C  -2.7001  0.2518  -0.7143  -0.251
C  -2.6064  -1.1964  -0.2769  0.005
O  -3.4819  -2.0178  -0.3302  -0.652
H  -2.9452  0.2844  -1.7767  0.470
C  -3.7131  1.0481  0.1280  -0.140
H  -4.6667  0.5372  0.2435  0.507
C  -2.9146  1.3182  1.4040  -1.002
H  -3.4239  2.0002  2.0818  0.420
H  -2.6377  0.4149  1.9457  0.345
C  -1.7441  1.9762  0.6719  -0.135
H  -0.9067  2.3096  1.2811  0.589
C  -2.4527  3.0901  -0.1074  -0.943
H  -1.8839  3.3927  -0.9850  0.417
H  -2.5877  3.9672  0.5249  0.400
C  -3.8102  2.4539  -0.4759  -0.933
H  -3.9763  2.4232  -1.5515  0.418
H  -4.6371  3.0017  -0.0244  0.387
C  0.7428  -2.6004  0.2689  0.433
O  1.6694  -2.9352  0.9530  -0.656
O  0.8213  -2.2443  -1.0162  -0.338
C  2.0960  -1.8694  -1.5250  -0.930
C  2.2083  -0.3340  -1.4371  0.889
O  1.4563  0.3531  -2.0906  -0.663
C  3.2506  0.2327  -0.5644  0.484
C  3.7293  -0.4171  0.5726  -0.045
C  4.6887  0.1941  1.3591  -0.969
C  5.1892  1.4403  1.0182  -0.335
C  4.7095  2.0964  -0.1051  -0.571
C  3.7380  1.5022  -0.8845  -0.561
H  3.3455  2.0009  -1.7584  0.442
H  5.0898  3.0729  -0.3666  0.392
H  5.9460  1.9054  1.6328  0.392
H  5.0473  -0.3061  2.2462  0.410
H  3.3222  -1.3673  0.8800  0.399
H  2.8909  -2.3857  -0.9839  0.438
H  2.0982  -2.1551  -2.5803  0.349
H  -0.7549  -2.6669  1.7953  0.391
H  -2.4052  -3.9741  0.4369  0.402
H  -1.3488  -3.8464  -0.9729  0.342

Summary:
- E (eV) = -32809.9920
- HOMO level (Eh) = -0.3497
- LUMO (eV) = 0.189
- energy relative to the best compared isomer or geometry (same formula, charge and spin) (kJ/mol) = 0.0
- gap between HOMO and LUMO (eV) = 9.706
- structure (SMILES) = C[C@@H](C(=O)OCC(=O)c1ccccc1)N1C(=O)[C@@H]2[C@H]3CC[C@H](C3)[C@@H]2C1=O

Density functional theory data (wB97M-V/def2-TZVPD) for C2H2O2S2 in the gas phase.

Last column: Mulliken charge in e.
Atoms and positions in Å:
C  0.5676  -0.5330  -0.0007  0.520
C  -0.5743  0.5333  -0.0014  0.526
H  1.8166  1.3853  0.0216  0.178
H  -1.8137  -1.3846  -0.0019  0.176
O  0.3220  -1.7115  -0.0031  -0.521
O  -0.3202  1.7152  -0.0051  -0.527
S  2.2071  0.1029  -0.0054  -0.177
S  -2.2050  -0.1076  -0.0040  -0.174

Summary:
- E (eV) = -27871.6060
- HOMO level (Eh) = -0.3770
- LUMO (eV) = -0.721
- energy relative to the best compared isomer or geometry (same formula, charge and spin) (kJ/mol) = 0.0
- gap between HOMO and LUMO (eV) = 9.537
- structure (SMILES) = O=C(S)C(=O)S

Density functional theory data (wB97M-V/def2-TZVPD) for C3H5N3O in the gas phase.

Last column: Mulliken charge in e.
Atoms and positions in Å:
O  -2.6233  0.9209  -0.0702  -0.495
C  -1.6818  -0.0639  0.2216  -0.311
C  -0.1689  0.1574  -0.1560  0.568
N  0.4721  1.2227  -0.5128  -0.407
N  2.2540  0.4981  -0.2248  -0.356
C  1.8290  -0.6858  0.1074  0.024
N  0.5489  -0.9776  0.0803  -0.551
H  -2.7353  0.9718  -1.0259  0.323
H  -1.9470  -1.0530  -0.1868  0.296
H  -1.7003  -0.1806  1.3158  0.250
H  3.2671  0.6588  -0.0239  0.258
H  2.4853  -1.4688  0.4753  0.402

Summary:
- E (eV) = -9706.5491
- HOMO level (Eh) = -0.3557
- LUMO (eV) = -0.661
- energy relative to the best compared isomer or geometry (same formula, charge and spin) (kJ/mol) = 389.3
- gap between HOMO and LUMO (eV) = 9.018

Look up the energy relative to the best compared isomer or geometry (same formula, charge and spin) of the first one. 45.4 kJ/mol